[1]
Density functional theory data (the ωB97M-V functional and the def2-TZVPD basis) for C40H105AsF6N11O14 as an isolated structure.

Geometry as ORCA input:
```
! RIJCOSX wB97M-V def2-TZVPD def2/J DEFGRID3
* xyz -1 1
N 1.515 11.913 0.350
H 6.586 0.419 2.663
H 4.468 -10.346 5.350
H 0.849 -2.223 -9.562
C 2.243 2.506 -8.843
O 0.467 -13.979 4.327
H 5.418 -5.992 -4.656
H -0.248 2.562 5.554
H -5.989 6.618 0.161
H 3.270 4.139 -5.691
F 0.063 0.741 -0.660
H 5.284 -4.114 -7.810
H 10.282 -0.643 7.253
As -0.682 -0.389 -1.821
H 0.353 -15.154 5.975
H 2.931 11.497 1.859
H 9.756 -1.652 5.160
N -6.942 8.612 2.733
H -1.534 1.295 -9.919
C 2.483 13.677 1.908
C 0.233 -15.307 4.902
H -5.428 9.871 3.358
H 7.451 -2.371 5.904
C 2.055 3.801 -8.133
H 2.948 13.603 2.891
H 3.839 -8.005 -7.348
H 0.884 9.940 0.968
H 7.756 0.533 4.912
H 4.911 4.265 -6.416
O -2.614 2.001 9.249
H -9.610 8.921 6.421
H 0.926 -16.074 4.558
H 6.080 -7.351 -5.523
C 2.082 12.157 1.684
H 3.980 2.825 -6.503
C 3.891 3.910 -6.558
C 9.056 -0.976 5.652
H 10.458 0.353 5.902
N 9.819 -0.086 6.549
H -2.131 3.734 8.225
H 1.438 -13.070 2.301
H -0.554 2.274 -8.091
C 5.338 -6.554 -5.586
H 5.029 -3.871 -6.110
H -4.264 -5.702 2.314
H 9.207 0.280 3.898
H -0.628 -2.165 -8.736
H 7.310 -0.864 6.744
H 2.283 -10.831 1.942
H 0.712 12.491 0.145
H 2.415 10.124 0.124
H -8.971 10.524 6.717
H -4.394 -4.867 -4.759
O -6.588 -5.540 2.576
H -1.264 -13.618 3.478
H 8.390 -2.151 7.396
H 1.460 4.506 -8.715
H 4.194 -10.803 3.728
H 2.670 1.719 -8.220
H 1.353 10.361 -2.053
H 0.883 -9.991 1.652
H 2.114 -9.605 -4.550
H 3.214 14.062 1.198
C 0.243 -10.923 -5.770
N 0.552 -11.404 3.099
N -6.344 -3.945 -5.569
H -5.758 8.577 4.511
H -4.644 -6.519 -5.324
C 8.428 -0.209 4.482
H -2.022 1.741 6.679
C 0.298 14.367 2.895
H 3.780 -7.541 -4.463
O -0.274 -0.485 -9.876
O 7.763 -1.045 3.548
C 1.427 -10.434 2.487
C 3.913 -7.193 -5.488
C 1.926 -9.372 3.492
H -0.174 11.155 -3.502
H 0.157 0.345 6.639
O -0.485 10.856 -1.506
O -6.883 -5.988 -6.109
H -3.999 -4.057 1.654
H -5.899 6.815 2.820
C -7.236 10.177 4.555
H 1.794 -7.883 -7.141
H 2.890 2.686 -9.702
H 1.473 3.624 -7.229
C 0.697 10.107 -1.221
C 0.022 1.472 -8.553
C -6.222 9.314 3.855
H 0.511 9.037 -1.312
H -1.872 11.328 -3.033
H -3.971 2.054 10.793
O 1.388 14.674 1.981
H -0.264 13.480 2.603
C 4.880 -4.589 -6.916
H 0.464 0.914 -7.727
H 0.443 1.054 8.312
N -6.234 -3.413 1.872
H 6.849 -1.168 1.697
H -3.899 3.616 9.878
H -7.756 8.125 3.078
H -9.601 5.542 0.102
C 4.019 -9.984 4.425
C 0.438 -12.638 2.340
H 0.918 -11.624 4.014
O 2.645 -9.734 4.648
C -0.952 10.775 -2.841
C -9.194 9.802 5.932
C -3.336 2.767 10.266
H -0.322 -14.686 2.491
H -7.174 -3.731 -6.104
C -0.272 0.811 7.526
H -5.197 7.974 1.786
H 0.800 -11.261 -6.644
H -6.827 10.975 5.174
H 2.326 -8.630 2.801
C -6.161 7.536 2.045
C -0.261 -13.771 3.080
O -8.086 9.352 5.334
O -7.844 6.118 1.068
H -2.685 3.189 11.031
H -0.961 0.064 7.921
N -4.592 -4.802 1.992
H 3.226 -6.347 -5.519
H -1.094 9.790 -3.285
H 0.765 14.155 3.856
C 1.379 10.462 0.148
H 1.276 1.164 -10.030
C 8.019 -1.655 6.499
C -8.531 5.594 -0.098
F -1.491 -1.428 -3.065
H -0.773 2.991 9.144
C 2.284 -8.663 -6.558
H 3.816 -4.765 -7.074
C 1.550 -8.980 -5.242
H -7.187 -3.180 2.114
H 1.008 -8.896 3.836
H 1.374 11.905 2.474
O 5.607 -5.783 -6.745
F -2.353 -0.239 -1.062
H -9.916 10.240 5.242
O 3.254 4.443 -7.718
H 0.552 -11.484 -4.888
H 4.540 -9.099 4.058
C 7.223 -0.426 2.402
N 1.013 1.963 -9.470
H -0.776 -11.198 -6.041
H 0.128 -12.566 1.297
H 1.412 -8.060 -4.675
H -7.208 7.816 0.135
C -6.116 -5.230 -5.612
N -4.907 -5.544 -5.306
H -7.912 10.670 3.857
H -8.449 6.280 -0.941
C -1.664 2.803 8.544
N 3.657 -8.266 -6.389
C 0.197 -1.521 -9.042
H 2.275 -9.538 -7.208
O 0.271 -9.542 -5.495
F -1.068 1.071 -2.865
H 0.562 -1.161 -8.080
N -0.285 2.933 6.493
H -1.753 0.305 -8.475
C -1.159 2.061 7.262
H -8.042 4.697 -0.478
C -1.039 0.596 -9.245
F 0.880 -0.633 -2.688
C -5.857 -4.651 2.067
C -6.806 7.019 0.761
H 0.665 2.908 6.836
H -0.424 15.184 2.896
H 8.093 0.020 1.919
H -5.597 -3.316 -5.314
H -0.771 -15.700 4.748
H -5.618 -2.736 1.446
F -0.376 -1.803 -0.718
*
```

HOMO energy   -7.332 eV
HOMO-LUMO gap   9.13 eV
Electronic energy   -165377.194 eV

---

[2]
Density functional theory data (the ωB97M-V functional and the def2-TZVPD basis) for C23H23N4STl as an isolated structure.

Geometry as ORCA input:
```
! RIJCOSX wB97M-V def2-TZVPD def2/J DEFGRID3
* xyz 0 1
H 2.782 3.726 0.764
C -0.020 -2.944 0.222
H 1.081 -2.885 -2.163
H -0.625 4.291 -1.192
C -1.800 3.589 0.457
C 1.697 -3.814 1.873
C -2.426 6.275 0.887
H 3.899 2.459 0.313
C 2.388 -3.143 -0.484
C 4.391 -2.157 -2.189
H 0.858 -4.173 2.471
C 4.687 -2.488 -0.878
C -3.875 1.584 -0.284
C 3.088 -2.312 -2.652
Tl 0.080 -0.762 0.805
H 3.952 -3.209 0.993
H 0.516 -5.111 -1.113
C 1.926 1.951 0.245
C -4.481 -0.707 -0.623
C -2.634 3.963 1.509
H -3.039 3.200 2.166
H -1.194 6.667 -0.827
H 2.837 -2.040 -3.670
N -2.238 -0.118 -0.070
H -2.817 -2.060 -0.384
H -5.855 0.938 -0.791
H 0.157 -5.581 0.560
C 3.693 -2.976 -0.032
C -2.568 1.174 -0.025
C -3.163 -1.031 -0.357
H 2.524 -4.522 1.986
C -4.835 0.633 -0.584
C -2.943 5.298 1.727
H 5.162 -1.766 -2.843
N -0.282 1.677 0.259
H 5.694 -2.355 -0.498
C 2.102 -2.797 -1.807
H -2.667 7.317 1.054
H 1.806 -5.740 -0.083
C -1.283 4.575 -0.379
N 2.966 2.774 0.496
H -0.769 -3.393 0.894
N 0.743 2.515 0.465
C 1.267 -3.699 0.401
C -1.600 5.909 -0.168
C -1.476 2.150 0.250
H 2.009 -2.846 2.270
H -3.586 5.575 2.554
S 2.290 0.356 -0.312
H -4.123 2.637 -0.259
H -5.200 -1.480 -0.857
C 0.904 -5.125 -0.093
*
```

HOMO energy (alpha / beta)   -6.987 / -7.248 eV
HOMO-LUMO gap (alpha / beta)   6.49 / 6.57 eV
Electronic energy   -45710.733 eV

---

[3]
Density functional theory data (the ωB97M-V functional and the def2-TZVPD basis) for a single C18H16O4 molecule.

Geometry as ORCA input:
```
! RIJCOSX wB97M-V def2-TZVPD def2/J DEFGRID3
* xyz 0 1
C -5.362 -1.710 -0.561
C 2.446 0.693 -0.339
C -6.054 -0.977 0.389
O 0.452 3.740 -0.730
H 5.002 1.014 -0.818
C 0.550 2.733 0.138
H -3.659 1.236 1.253
H -5.844 -2.534 -1.066
C 4.290 -2.463 0.657
H 0.801 4.557 -0.340
C -4.055 -1.385 -0.862
C 1.021 0.305 -0.015
O -1.421 -0.738 -1.396
C -2.011 -0.036 -0.606
H 4.087 -3.438 1.074
C 5.855 -0.855 -0.195
H -3.498 -1.943 -1.600
C 0.068 1.419 -0.453
C 4.819 0.033 -0.406
C -3.417 -0.321 -0.221
H -5.970 0.650 1.777
H 0.077 1.507 -1.541
O 2.709 1.797 -0.770
H 6.398 -2.805 0.505
C 3.504 -0.315 -0.090
H -7.077 -1.227 0.628
C -4.122 0.410 0.735
C 3.250 -1.577 0.446
H -1.979 2.052 -0.207
C -5.431 0.080 1.035
H 0.949 0.161 1.066
H -1.365 1.056 1.119
C -1.366 1.180 0.033
H 6.867 -0.574 -0.444
C 5.591 -2.107 0.338
H 2.246 -1.874 0.703
O 0.893 2.882 1.282
H 0.755 -0.625 -0.517
*
```

HOMO energy   -9.609 eV
HOMO-LUMO gap   9.70 eV
Structure (SMILES)   O=C(CC(CC(=O)c1ccccc1)C(=O)O)c1ccccc1
Electronic energy   -27116.506 eV

---

[4]
Density functional theory data (the ωB97M-V functional and the def2-TZVPD basis) for a 7-piece molecular cluster, C32H81N2O24P5 overall.

Geometry as ORCA input:
```
! RIJCOSX wB97M-V def2-TZVPD def2/J DEFGRID3
* xyz 0 1
H 4.076 5.630 -6.657
H -6.890 -4.646 0.444
H -6.434 -0.654 -1.940
P -5.879 2.318 -1.903
C -1.601 1.893 -4.729
H -8.819 1.119 0.624
H 5.902 3.157 4.487
H -7.749 3.393 -3.758
C 3.178 5.049 -6.451
N 2.906 -1.549 3.204
H 0.409 1.793 6.502
O -6.097 2.134 -3.471
H 1.019 -0.530 3.314
C 2.712 2.288 -1.222
O 2.699 2.517 -2.646
H 5.854 -4.939 1.882
O 4.807 -3.124 -1.072
O 3.778 -0.876 2.706
H -5.468 -2.011 -2.440
C -3.582 -0.501 2.856
C 6.483 -3.217 -3.786
H -9.733 1.104 -0.892
O 2.526 3.576 4.574
H -6.292 -3.759 -0.733
O 0.425 2.265 -3.616
H 4.944 6.205 1.015
O -4.078 -5.379 2.831
C -5.891 4.391 -4.449
P -4.868 -4.082 2.269
H -7.944 3.303 0.106
H 2.997 6.090 3.373
H 2.360 0.091 4.267
H 4.204 3.823 -4.941
H 3.397 0.355 -1.764
O -7.167 1.720 -1.163
C 3.292 4.399 -5.079
O -1.147 -0.570 -0.599
H -4.425 -8.707 2.124
C -5.414 -1.053 -1.924
O 2.784 -2.757 3.102
H -1.385 1.293 1.501
H -1.211 3.627 -3.383
H -7.038 2.695 -5.137
H -10.151 2.271 0.343
H 5.388 -3.177 -3.822
H -6.363 5.117 -5.117
H -5.337 -1.555 2.163
H 6.715 -5.125 -0.450
O 4.203 4.426 2.901
C 7.292 -4.507 0.240
H 2.375 -3.741 -0.761
C -5.948 -4.600 -0.120
C 6.959 -4.308 -4.679
C -0.564 1.148 0.795
C 2.690 0.777 -1.041
P 3.296 3.136 3.204
H 6.110 0.563 4.815
C 4.077 -2.776 0.107
H -2.562 -0.691 3.202
H -5.353 -1.273 -0.854
H 2.094 1.466 6.429
H 3.237 5.184 -4.319
H 4.377 -1.813 0.522
H 1.519 3.059 6.961
H 7.298 -5.937 1.779
C -4.757 -6.638 2.939
H -2.678 1.763 -4.610
C 1.861 -0.818 3.941
O -0.371 -1.102 1.361
H -4.917 4.125 -4.851
H -6.515 -6.544 -1.045
C -6.772 3.191 -4.200
H -1.459 2.561 -5.581
H 8.036 -4.491 -4.640
C 4.535 6.568 1.961
H 5.004 0.752 6.191
H 1.475 -1.467 4.721
H 4.603 3.090 5.654
C 5.755 1.252 5.581
H 1.761 0.229 -1.193
H -0.555 1.775 -0.083
C 5.170 2.488 4.944
O 1.169 4.599 -2.730
C -4.483 0.067 -2.398
H 3.187 0.478 -0.111
O 4.319 2.084 3.837
C 6.923 -4.915 1.671
H 3.348 4.199 -7.127
P 1.569 3.348 -3.403
H -3.544 -7.428 1.210
H -4.118 -0.418 3.806
C 1.366 2.254 6.239
H -5.792 -6.470 2.638
H -1.108 0.957 -4.971
H -3.524 0.449 2.330
O -5.599 3.680 -1.424
H 0.311 1.274 1.436
H 2.193 5.442 -6.668
O -3.825 -2.921 2.567
H -1.372 2.079 -2.599
O -4.769 1.207 -1.561
H 5.435 6.697 2.564
H 3.655 2.653 -0.825
H 2.358 -2.030 -0.844
H 0.524 3.665 4.829
H 2.756 5.430 1.728
O 7.074 -3.114 0.056
H 4.114 7.557 1.776
N -0.673 -0.304 0.498
H -5.824 4.970 -3.528
H 1.030 2.148 4.107
H -3.938 -1.634 1.045
O -4.846 -4.197 0.668
H -4.958 -5.835 -1.644
C -4.251 -1.608 2.091
H 6.602 1.555 6.196
H 6.670 -4.206 -5.724
H 4.355 -3.488 0.889
C -5.652 -5.927 -0.808
H -8.437 3.279 -1.502
H -4.684 -6.935 3.983
H 7.386 -4.330 2.465
C 3.480 5.616 2.519
O 2.434 2.674 2.101
C -0.974 2.570 -3.490
H 1.791 2.714 -0.821
H 6.759 -2.247 -4.208
C -9.315 1.750 -0.116
H 6.540 -5.280 -4.393
C -3.980 -7.715 2.164
H -4.684 0.361 -3.426
C 2.578 -2.855 -0.158
O 2.153 3.542 -4.877
H 1.944 -2.765 0.716
C -8.191 2.590 -0.689
O -6.209 -3.902 2.846
P 6.317 -2.570 -1.243
O 6.376 -1.124 -1.487
H -3.423 -0.148 -2.288
H 8.326 -4.832 0.109
O 6.855 -3.479 -2.438
H -3.122 -7.837 2.836
C 1.291 2.891 4.862
H -5.062 -6.514 -0.098
*
```

HOMO energy   -9.948 eV
HOMO-LUMO gap   10.17 eV
Structure (SMILES)   CCOP(=O)(OCC)OCC.CCOP(=O)(OCC)OCC.CCOP(=O)(OCC)OCC.CCOP(=O)(OCC)OCC.CCOP(=O)(OCC)OCC.C[N+](=O)[O-].C[N+](=O)[O-]
Electronic energy   -133069.330 eV